Entry i
The following is a quantum chemistry calculation of a cluster of 5 separate species, H10O5 in total, from the Open Molecules 2025 dataset.

Its HOMO energy is -10.62 eV. Its SMILES is O.O.O.O.O. The frontier orbital gap comes out at 10.76 eV.

```
15
Properties=species:S:1:pos:R:3:mulliken_charge:R:1
O 1.18 1.66 -2.11 -0.651
H -1.90 -0.49 3.82 0.292
O 0.71 -0.27 2.31 -0.738
H -1.35 -0.17 -3.84 0.323
H 0.19 0.04 0.50 0.396
O 0.27 -0.05 -0.45 -0.688
H -0.84 0.15 2.94 0.449
H -0.20 -1.13 -3.62 0.315
O -1.73 0.28 3.28 -0.655
H 1.55 -0.14 1.87 0.277
H 0.64 1.05 -1.62 0.426
H 0.94 -0.38 3.23 0.306
O -1.13 -1.01 -3.43 -0.638
H -0.34 -0.76 -0.67 0.308
H 2.02 1.22 -2.23 0.280
```

Entry ii
The following is a quantum chemistry calculation of a cluster of 5 separate species, H10O5 in total, from the Open Molecules 2025 dataset.

Its HOMO energy is -11.18 eV. Its SMILES is O.O.O.O.O. The frontier orbital gap comes out at 11.48 eV.

```
15
Properties=species:S:1:pos:R:3:mulliken_charge:R:1
O 0.58 2.58 1.68 -0.686
H -0.12 0.81 -0.89 0.313
H 0.35 -0.67 -6.28 0.313
H 3.05 -3.69 0.31 0.326
O -2.30 -0.03 4.14 -0.642
O 2.13 -3.38 0.37 -0.628
O 0.47 -0.03 -5.57 -0.636
H -2.67 -0.93 4.31 0.322
H -2.21 -0.18 3.11 0.319
H 2.14 -2.47 0.51 0.302
H -0.33 1.11 0.58 0.319
H 0.33 3.21 1.06 0.339
O -0.67 1.29 -0.25 -0.623
H -0.49 -0.17 -5.24 0.323
H -0.28 2.56 2.17 0.337
```

Entry iii
The following is a quantum chemistry calculation of a structure of composition H10O5, from the Open Molecules 2025 dataset.

Its HOMO energy is -8.52 eV. The frontier orbital gap comes out at 8.93 eV.

```
15
Properties=species:S:1:pos:R:3:mulliken_charge:R:1
O 0.50 0.27 1.45 -0.626
H -2.38 -0.91 -2.01 0.203
H -0.22 1.68 -2.69 0.200
O -0.71 1.06 -2.13 -0.449
H 0.49 1.17 1.69 0.290
H -0.69 -1.38 3.31 0.322
H -1.19 -2.77 3.77 0.294
O -1.55 -0.44 -2.09 -0.490
H 1.35 0.03 0.98 0.333
H -0.88 -1.10 -2.43 0.276
H 3.48 0.30 -0.56 0.332
H 3.29 1.86 -0.25 0.319
O 2.86 1.08 -0.60 -0.650
H -0.82 1.56 -1.33 0.264
O -1.41 -2.02 3.31 -0.617
```

Referenced to the most stable arrangement, the calculated values in eV are entry i 0.000; entry ii 0.818; entry iii 3.455.

Entry i
The following is a quantum chemistry calculation of the ion C4H14N2O with charge +2, from the Open Molecules 2025 dataset.

Its HOMO energy is -18.44 eV. Its charge is +2. Its SMILES is [NH3+]CC[C@@H]([NH3+])CO. The frontier orbital gap comes out at 11.06 eV.

```
21
Properties=species:S:1:pos:R:3:mulliken_charge:R:1
H -1.29 -0.77 1.88 0.434
H -0.25 -1.09 -1.87 0.373
C -0.50 -0.03 0.03 0.014
H -0.64 1.05 0.21 0.373
H -1.76 -0.73 -1.46 0.375
H 1.18 -0.45 1.51 0.524
H 1.51 2.03 0.57 0.313
C 0.92 -0.44 0.45 -0.992
H 2.81 2.13 -0.51 0.377
H 1.05 -1.48 0.13 0.383
O -2.82 -0.42 0.39 -0.508
C 2.06 0.23 -0.34 -0.573
H -0.71 0.53 -1.91 0.358
H 3.00 -0.22 -0.68 0.449
N -0.80 -0.35 -1.41 -0.221
H 2.98 1.67 1.09 0.356
H -1.54 -1.95 0.56 0.433
C -1.57 -0.90 0.84 -0.864
H -3.17 0.20 1.03 0.354
N 2.39 1.59 0.26 -0.296
H 1.65 0.58 -1.28 0.340
```

Entry ii
The following is a quantum chemistry calculation of a cluster of 2 separate species, C4H14N2O in total, from the Open Molecules 2025 dataset.

Its HOMO energy is -18.48 eV. Its charge is +2. The frontier orbital gap comes out at 9.88 eV.

```
21
Properties=species:S:1:pos:R:3:mulliken_charge:R:1
O 3.21 0.11 -0.55 -0.462
H 0.71 0.43 -1.50 0.474
H -1.65 1.83 -0.34 0.338
H -2.94 1.29 1.31 0.367
H 0.98 -1.79 -1.95 0.317
H -0.38 -0.78 0.84 0.501
C 2.11 0.27 0.31 -0.848
C 0.84 0.42 -0.42 0.130
H -2.04 0.24 -1.24 0.389
N -2.82 0.50 0.67 -0.375
N 0.87 -1.56 -0.96 -0.684
H -0.45 0.73 1.46 0.524
C -0.42 0.26 0.47 -0.732
H 0.27 -2.23 -0.48 0.308
H -3.73 0.58 0.18 0.381
H 3.93 0.48 -0.01 0.367
C -1.68 0.75 -0.35 -0.518
H -2.77 -0.38 1.17 0.336
H 1.79 -1.89 -0.61 0.327
H 1.95 -0.51 1.07 0.381
H 2.24 1.21 0.93 0.480
```

Referenced to the most stable arrangement, the calculated values in eV are entry i 0.000; entry ii 1.786.

Entry i
The following is a quantum chemistry calculation of a cluster of 2 separate species, C4H14N2O in total, from the Open Molecules 2025 dataset.

Its HOMO energy is -18.59 eV. Its charge is +2. The frontier orbital gap comes out at 11.87 eV.

```
21
Properties=species:S:1:pos:R:3:mulliken_charge:R:1
H 0.03 2.82 -2.23 0.308
H 0.07 1.12 1.12 0.422
N 1.65 0.14 2.23 -0.245
H -0.07 -0.31 -2.08 0.333
C 0.79 0.31 1.00 -0.647
C 0.11 -1.01 0.56 -0.670
H 2.50 0.71 2.23 0.371
N -0.88 -0.87 -1.75 -0.283
C -2.35 -0.55 0.10 -0.939
H 1.43 0.76 0.23 0.340
O 0.64 2.12 -1.96 -0.608
H -3.11 -0.43 -0.66 0.269
H 2.00 -0.83 2.27 0.366
C -1.10 -0.70 -0.27 0.317
H -0.19 -1.49 1.50 0.507
H -0.61 -1.84 -1.93 0.378
H 0.83 -1.65 0.04 0.416
H -1.67 -0.52 -2.29 0.373
H 1.11 0.28 3.08 0.376
H 1.48 2.45 -2.32 0.331
H -2.67 -0.51 1.13 0.284
```

Entry ii
The following is a quantum chemistry calculation of a cluster of 2 separate species, C4H14N2O in total, from the Open Molecules 2025 dataset.

Its HOMO energy is -18.72 eV. Its charge is +2. The frontier orbital gap comes out at 10.58 eV.

```
21
Properties=species:S:1:pos:R:3:mulliken_charge:R:1
H -3.45 -2.93 -0.55 0.330
C 0.74 -0.92 -0.85 -0.712
O -2.59 -3.21 -0.22 -0.651
H 1.73 -1.34 -1.00 0.371
H 0.42 -0.45 -1.78 0.450
C 0.15 1.47 0.04 -0.803
H 0.45 2.40 1.95 0.325
C 0.73 0.07 0.33 -0.575
H -0.94 1.43 0.14 0.326
H -2.65 -4.17 -0.13 0.327
N 0.69 2.48 0.97 0.028
H -0.34 -2.62 -1.47 0.395
N -0.24 -2.03 -0.63 -0.397
H 0.02 -2.78 0.03 0.357
H 1.78 0.19 0.61 0.387
H 1.57 4.29 1.28 0.285
C 1.31 3.51 0.57 -0.081
H 0.25 -0.31 1.23 0.488
H 1.54 3.68 -0.48 0.263
H 0.27 1.79 -0.99 0.487
H -1.22 -1.76 -0.50 0.400
```

Entry iii
The following is a quantum chemistry calculation of a structure of composition C4H14N2O, from the Open Molecules 2025 dataset.

Its HOMO energy is -18.40 eV. Its charge is +2. The frontier orbital gap comes out at 10.09 eV.

```
21
Properties=species:S:1:pos:R:3:mulliken_charge:R:1
H 1.14 -2.64 -2.37 0.344
H -1.73 -1.24 -0.02 0.393
H -0.95 3.01 0.05 0.322
H -1.52 0.94 1.11 0.468
H -0.12 1.07 -1.15 0.255
H -1.02 -2.36 0.84 0.445
C 1.17 -1.02 1.53 -0.726
C -0.07 -0.63 1.21 0.115
N -0.79 -1.54 0.27 -0.254
O 0.23 -2.64 -2.05 -0.715
H 0.23 4.02 -0.45 0.310
H 1.35 1.45 -0.19 0.394
H 1.37 -2.07 1.72 0.362
C 0.29 1.24 -0.16 -0.165
H -0.14 -3.52 -2.16 0.349
H -0.60 3.01 -1.50 0.337
C -0.43 0.87 1.06 -0.572
H -0.29 -2.03 -0.52 0.345
N -0.17 3.10 -0.59 -0.608
H 0.03 1.35 1.92 0.346
H 2.03 -0.37 1.47 0.255
```

Referenced to the most stable arrangement, the calculated values in eV are entry i 0.130; entry ii 0.000; entry iii 2.612.

Entry i
The following is a quantum chemistry calculation of a cluster of 2 separate species, C4H10N2 in total, from the Open Molecules 2025 dataset.

Its HOMO energy is -8.16 eV. Its SMILES is C=CN.C=CN. The frontier orbital gap comes out at 9.03 eV.

```
16
Properties=species:S:1:pos:R:3:mulliken_charge:R:1
C -1.48 -3.30 2.62 -0.746
N -1.60 -1.06 1.76 -0.519
C 2.28 2.11 -1.12 -0.913
H 2.60 1.08 -1.24 0.211
H 0.02 2.57 -3.48 0.184
H -1.20 -0.45 1.08 0.237
C -1.14 -2.39 1.72 0.075
H -2.60 -0.97 1.82 0.210
N 0.65 2.08 -2.88 -0.424
H -1.16 -4.33 2.55 0.251
H 2.76 2.68 -0.33 0.244
C 1.39 2.71 -1.90 0.241
H -2.07 -2.99 3.47 0.245
H 1.18 3.77 -1.80 0.283
H -0.55 -2.66 0.84 0.245
H 0.92 1.13 -3.10 0.176
```

Entry ii
The following is a quantum chemistry calculation of a cluster of 2 separate species, C4H10N2 in total, from the Open Molecules 2025 dataset.

Its HOMO energy is -8.77 eV. Its SMILES is C/C=N/C.C=N. The frontier orbital gap comes out at 9.98 eV.

```
16
Properties=species:S:1:pos:R:3:mulliken_charge:R:1
H 0.30 -2.64 -0.69 0.375
H -3.49 -0.42 -0.98 0.217
C -2.60 0.29 0.55 -0.262
C 0.62 -0.52 -0.43 0.234
C 1.74 1.59 0.32 -0.802
H 1.45 2.11 1.18 0.306
C -0.03 -1.80 -0.08 -1.036
H 0.81 -0.43 -1.61 0.257
H -3.56 0.24 1.32 0.191
H 2.80 1.47 0.64 0.274
H -1.03 -1.68 -0.46 0.271
H 0.16 -1.97 1.03 0.233
H 1.63 2.02 -0.69 0.332
N 1.01 0.32 0.44 -0.407
N -2.51 -0.11 -0.62 -0.460
H -1.66 0.55 1.02 0.278
```

Referenced to the most stable arrangement, the calculated values in eV are entry i 0.000; entry ii 1.310.

Entry i
The following is a quantum chemistry calculation of a structure of composition C4H9N3, from the Open Molecules 2025 dataset.

Its HOMO energy is -7.58 eV. The frontier orbital gap comes out at 7.70 eV.

```
16
Properties=species:S:1:pos:R:3:mulliken_charge:R:1
H -0.79 -0.45 0.37 0.214
H -3.67 0.63 0.66 0.350
N 1.16 0.41 1.15 -0.622
C 0.34 0.33 0.00 0.709
H 1.91 -2.09 -1.94 0.258
N -1.98 -0.63 0.71 -0.415
C 1.70 -1.50 -1.07 -0.851
H -1.35 1.46 -0.25 0.159
H 0.24 -0.34 -2.03 0.305
H 2.27 -1.73 -0.18 0.176
N -0.29 1.51 -0.38 -0.550
C -2.62 0.37 0.53 -0.299
H 0.66 0.73 1.97 0.268
H 1.63 -0.46 1.37 0.202
C 0.78 -0.53 -1.11 -0.177
H 0.01 2.30 0.19 0.273
```

Entry ii
The following is a quantum chemistry calculation of an isolated molecule of C4H9N3, from the Open Molecules 2025 dataset.

Its HOMO energy is -9.09 eV. Its SMILES is [H]/N=C/N/C(CC)=N/[H]. The frontier orbital gap comes out at 9.67 eV.

```
16
Properties=species:S:1:pos:R:3:mulliken_charge:R:1
H -0.88 2.06 -0.17 0.232
H -1.91 -0.51 1.52 0.288
C -1.74 0.07 0.56 -0.832
H -3.59 -0.56 -0.23 0.339
H 0.08 -1.50 0.35 0.224
C 1.92 -0.71 0.07 -0.018
H -2.21 -1.76 -0.59 0.243
H 3.68 -0.29 -0.26 0.248
C -0.34 0.42 0.15 0.649
H 2.25 -1.75 0.12 0.302
N 0.00 1.61 -0.16 -0.699
C -2.56 -0.66 -0.55 -0.895
H -2.30 1.02 0.70 0.346
N 0.56 -0.54 0.20 -0.152
N 2.80 0.19 -0.23 -0.569
H -2.28 -0.24 -1.53 0.292
```

Referenced to the most stable arrangement, the calculated values in eV are entry i 2.505; entry ii 0.000.

Entry i
The following is a quantum chemistry calculation of a cluster of 3 separate species, C3H14N2O2 in total, from the Open Molecules 2025 dataset.

Its HOMO energy is -9.72 eV. Its SMILES is C[C@@H](N)CN.O.O. The frontier orbital gap comes out at 10.52 eV.

```
21
Properties=species:S:1:pos:R:3:mulliken_charge:R:1
N 1.12 2.46 0.45 -0.665
H 0.47 -1.44 -0.77 0.397
H -1.28 -1.35 -0.50 0.392
H -0.46 3.04 -2.58 0.335
N -1.32 0.96 1.01 -0.691
C 1.08 0.94 0.33 -0.777
H 0.54 -6.29 1.84 0.311
H 1.89 0.47 -0.24 0.403
O -0.13 -6.34 1.21 -0.637
H 1.38 2.79 -0.49 0.252
O -0.41 3.83 -3.22 -0.675
H -0.41 -7.26 0.99 0.326
H 0.05 2.67 0.47 0.358
C -0.33 0.45 -0.04 0.796
H 1.38 0.58 1.35 0.285
H -0.78 1.41 1.78 0.294
C -0.33 -1.02 -0.18 -1.513
H -0.16 -1.48 0.97 0.248
H 0.02 4.60 -2.79 0.320
H -0.68 0.85 -1.02 -0.051
H -1.64 0.13 1.43 0.295
```

Entry ii
The following is a quantum chemistry calculation of a cluster of 3 separate species, C3H14N2O2 in total, from the Open Molecules 2025 dataset.

Its HOMO energy is -8.95 eV. Its SMILES is C[C@@H](N)CN.O.O. The frontier orbital gap comes out at 9.52 eV.

```
21
Properties=species:S:1:pos:R:3:mulliken_charge:R:1
H 0.33 -1.44 -0.88 0.321
C -0.16 0.45 0.04 0.412
H -0.54 4.25 0.12 0.323
H 0.46 5.38 0.48 0.313
O -0.18 -6.16 -1.76 -0.629
C 1.03 0.35 0.97 -0.682
H 0.98 -0.62 1.46 0.366
H -0.70 -5.44 -1.41 0.313
H -0.36 1.47 -0.27 0.215
H -0.71 -0.51 -1.94 0.414
H 0.58 0.93 2.90 0.251
C 0.09 -0.42 -1.19 -1.460
H -1.35 -0.96 0.92 0.273
N -1.41 0.04 0.75 -0.689
N 0.94 1.39 2.06 -0.587
H 1.91 0.70 0.45 0.326
H 0.90 0.01 -1.79 0.351
H 0.33 2.12 1.77 0.217
H -2.11 0.06 0.00 0.273
O 0.37 4.55 -0.01 -0.635
H -0.37 -6.15 -2.69 0.317
```

Entry iii
The following is a quantum chemistry calculation of a cluster of 3 separate species, C3H14N2O2 in total, from the Open Molecules 2025 dataset.

Its HOMO energy is -9.13 eV. Its SMILES is NCCCN.O.O. The frontier orbital gap comes out at 9.61 eV.

```
21
Properties=species:S:1:pos:R:3:mulliken_charge:R:1
H -3.18 1.66 -0.89 0.238
H -0.44 0.71 2.21 0.365
H 1.38 -2.20 -1.08 0.311
H -1.52 1.89 -0.64 0.198
H -0.14 1.52 0.68 0.290
O 1.54 -3.16 -1.03 -0.642
N 0.90 -0.97 0.50 -0.528
H -2.75 1.63 1.86 0.259
C -0.50 -0.55 0.37 -0.485
H -2.77 0.09 0.89 0.204
H 0.79 -3.54 -1.51 0.312
C -2.34 1.07 0.98 -0.187
O 2.91 1.25 -1.10 -0.657
H 3.12 0.75 -1.89 0.327
H -1.27 -1.28 0.70 0.347
H 2.15 1.77 -1.37 0.320
C -0.83 0.76 1.18 -0.800
H 1.12 -1.23 1.45 0.232
H -0.61 -0.40 -0.70 0.280
N -2.43 1.90 -0.22 -0.583
H 1.46 -0.14 0.29 0.201
```

Entry iv
The following is a quantum chemistry calculation of a cluster of 3 separate species, C3H14N2O2 in total, from the Open Molecules 2025 dataset.

Its HOMO energy is -8.98 eV. Its SMILES is C[C@@H](N)CN.O.O. The frontier orbital gap comes out at 9.57 eV.

```
21
Properties=species:S:1:pos:R:3:mulliken_charge:R:1
H -0.65 -0.03 2.34 0.448
H 3.37 -1.87 -2.94 0.307
C 0.44 1.93 0.51 -1.428
H 1.92 -0.57 0.00 0.232
H 3.39 -0.76 -1.88 0.315
H -1.10 -1.76 0.02 0.198
C -0.96 -0.05 1.29 -0.920
H -1.77 0.69 1.28 0.333
H -1.92 -1.91 1.51 0.147
H -0.27 2.48 -0.11 0.324
H -2.88 -0.22 -0.92 0.317
N 1.43 -0.28 0.84 -0.792
N -1.43 -1.32 0.86 -0.421
C 0.21 0.44 0.46 0.750
O 2.86 -1.49 -2.22 -0.631
H -0.08 0.15 -0.57 0.176
H 0.33 2.29 1.53 0.308
O -3.12 0.57 -1.42 -0.652
H 1.46 2.17 0.23 0.392
H 1.16 -1.20 1.19 0.282
H -2.38 0.73 -2.01 0.315
```

Referenced to the most stable arrangement, the calculated values in eV are entry i 1.144; entry ii 0.320; entry iii 0.478; entry iv 0.000.